No. 1
C46H77BN14O8 | wB97M-V/def2-TZVPD

```
146
Properties=species:S:1:pos:R:3:lowdin_charge:R:1
H -26.632 30.734 3.599 0.097
C -33.154 38.471 3.830 0.043
C -28.534 39.930 -1.157 0.040
H -26.693 37.791 -0.540 0.085
C -31.617 39.630 4.926 -0.018
C -29.018 33.827 -0.892 -0.372
H -25.311 31.555 0.949 0.163
N -33.776 34.323 -4.018 -0.096
C -30.384 33.234 -0.809 -0.270
H -34.463 34.224 -5.933 0.129
C -25.502 32.488 0.440 0.005
C -29.457 33.290 3.481 -0.414
H -31.517 29.683 2.936 0.132
N -25.828 34.259 6.285 -0.093
C -33.557 34.459 -5.373 -0.010
N -31.384 29.505 -0.414 -0.004
H -26.098 32.474 7.203 0.117
O -30.152 35.497 4.401 0.120
H -25.658 32.357 5.484 0.082
H -30.753 38.408 -2.910 0.118
C -33.193 35.328 -0.545 -0.114
C -25.498 33.950 -1.086 -0.036
H -32.879 30.833 -0.967 0.140
C -28.380 29.543 2.863 -0.057
C -28.591 37.395 -1.633 -0.131
C -25.276 34.644 0.059 -0.014
H -32.144 37.119 -1.311 0.066
N -28.145 29.110 7.276 -0.075
H -25.823 34.755 2.831 0.094
C -26.304 29.554 6.119 -0.058
H -26.223 29.160 8.362 0.147
N -33.395 34.708 -1.857 -0.061
H -31.477 27.814 -1.815 0.144
H -29.297 30.015 -1.768 0.048
C -33.986 33.149 -3.343 0.048
H -33.891 32.755 -1.109 0.112
H -32.916 34.576 0.193 0.100
H -32.248 41.717 3.375 0.144
C -31.702 40.517 1.605 -0.082
H -30.223 42.700 -0.258 0.100
C -26.264 32.897 6.212 -0.013
C -29.313 42.353 -0.748 0.040
C -24.387 35.977 6.220 0.002
H -31.606 29.401 -2.573 0.128
C -32.686 37.703 4.935 0.008
H -27.673 40.050 -0.516 0.155
C -24.469 34.584 6.321 0.018
N -25.479 32.592 -0.921 0.009
H -31.683 39.488 1.246 0.070
C -30.964 29.055 0.861 -0.019
H -34.316 32.345 -3.985 0.153
H -29.263 28.793 -2.995 0.101
N -31.814 38.496 5.669 -0.078
H -31.594 37.644 7.460 0.119
H -30.327 37.250 6.319 0.074
H -29.151 30.194 3.274 0.036
H -27.305 36.119 -0.550 0.029
H -28.478 42.468 -0.057 0.107
N -25.628 36.535 6.218 -0.048
N -32.422 39.692 3.891 -0.029
H -25.284 29.772 5.838 0.142
O -31.114 32.778 -1.734 0.101
H -24.975 35.630 0.383 0.149
C -31.155 28.852 -1.747 -0.113
H -24.132 34.241 2.808 0.107
H -27.582 35.573 5.856 0.145
O -30.187 35.023 2.102 0.215
N -27.327 29.575 5.228 -0.039
H -32.901 36.653 5.066 0.133
C -25.491 31.660 -2.043 -0.142
C -27.585 37.169 -0.463 -0.056
N -32.543 30.624 1.264 -0.031
H -30.349 38.945 7.068 0.109
H -25.588 32.111 -3.030 0.149
C -26.955 38.459 7.009 -0.032
H -29.047 43.032 -1.557 0.118
H -26.386 28.995 3.494 0.134
H -27.929 37.251 0.569 0.084
C -26.471 30.523 -1.969 -0.063
C -25.141 33.976 2.492 0.030
N -29.093 38.765 -1.660 -0.048
H -30.948 40.424 5.223 0.173
H -28.245 29.534 1.781 0.072
O -29.171 32.888 2.276 0.214
C -26.726 29.206 7.408 0.077
H -29.672 28.049 8.108 0.117
H -33.041 36.248 -3.268 0.161
H -32.126 41.184 0.854 0.092
H -26.548 38.815 7.955 0.093
O -28.347 33.758 -1.913 0.158
H -33.517 40.868 2.550 0.137
H -24.457 31.315 -2.058 0.147
C -30.240 40.623 -2.318 -0.003
H -27.401 30.847 -2.435 0.061
H -23.688 33.841 6.257 0.145
H -28.722 28.519 3.013 0.083
H -29.501 29.543 5.614 0.158
N -25.267 33.681 1.030 -0.065
C -33.388 31.657 1.897 0.012
H -31.000 35.978 -0.509 0.053
H -30.645 40.746 1.741 0.074
N -29.435 40.981 -1.319 -0.083
C -29.637 29.005 -1.994 -0.068
C -31.588 29.749 1.860 0.002
C -33.813 33.408 -1.965 -0.012
H -23.449 36.511 6.188 0.152
C -33.329 35.224 -3.086 0.016
H -29.176 28.291 -1.311 0.079
O -30.833 33.332 0.511 0.146
C -32.392 30.420 -0.097 0.027
H -30.973 41.343 -2.648 0.153
H -34.225 35.651 -0.408 0.152
H -30.339 28.189 1.017 0.138
H -32.090 36.642 0.501 0.080
O -28.667 34.326 0.302 0.194
H -33.852 38.239 3.039 0.129
C -25.956 37.909 5.873 -0.122
H -26.425 37.852 4.891 0.117
C -32.023 36.351 -0.547 -0.026
H -27.265 39.387 6.528 0.070
H -25.240 33.072 3.093 0.075
H -32.696 33.884 -5.712 0.127
C -26.543 35.413 6.105 0.070
C -28.491 29.434 5.982 0.041
H -27.320 32.758 5.980 0.085
H -29.902 29.799 8.359 0.112
H -34.451 31.416 1.912 0.111
B -29.693 33.934 1.304 -0.875
H -28.015 37.416 -2.558 0.147
H -27.869 37.902 7.215 0.050
H -25.048 38.510 5.827 0.138
C -32.471 40.790 2.847 -0.136
H -33.306 31.692 2.984 0.103
C -27.097 29.767 3.788 -0.129
H -25.582 34.326 -2.095 0.150
H -29.393 36.657 -1.658 0.101
O -29.191 32.717 4.494 0.131
C -30.049 34.747 3.431 -0.277
C -29.167 28.996 8.295 0.014
H -28.670 28.876 9.257 0.115
H -26.776 30.140 -0.995 0.067
H -26.192 29.618 -2.509 0.106
H -33.510 35.516 -5.634 0.118
H -33.323 32.681 1.527 0.074
C -30.911 38.075 6.729 0.023
C -30.244 39.200 -2.380 0.036
```

Values from the calculation:
Electronic energy ... -86809.5049 eV
E_LUMO ... -12.404 eV
Energy relative to the best compared isomer or geometry (same formula, charge and spin) ... 184.35 kcal per mole
Charge ... +6

No. 2
C3H10OS | wB97M-V/def2-TZVPD

```
15
Properties=species:S:1:pos:R:3:nbo_charge:R:1
H 0.729 2.456 -1.166 0.217
O -1.092 -2.531 -0.722 -0.720
C 0.194 -2.908 -0.267 -0.259
H 0.099 -3.676 0.495 0.173
H 0.292 3.102 1.240 0.212
H 0.724 -3.474 -1.047 0.175
C 0.403 1.694 -0.460 -0.521
H -1.876 2.300 -0.436 0.108
S -1.271 1.248 -0.998 -0.036
H 1.045 0.831 -0.641 0.219
H -1.633 -2.380 0.044 0.465
H 1.415 1.810 1.481 0.213
H 0.788 -2.011 -0.118 0.167
C 0.457 2.050 1.004 -0.630
H -0.274 1.489 1.590 0.217
```

Values from the calculation:
Electronic energy ... -16154.9890 eV
E_LUMO ... 0.903 eV
Energy relative to the best compared isomer or geometry (same formula, charge and spin) ... 20.22 kcal per mole